1.
A 2-piece molecular cluster, C3H10NO overall at a distorted geometry. Source: the Open Molecules 2025 dataset; level of theory: ωB97M-V with the def2-TZVPD basis set.

**HOMO-LUMO gap**: 0.354 Eh
**HOMO level**: -0.54739 Ha
**Maximum force**: 1.6 eV Å⁻¹
**Charge**: +1
**E_LUMO**: -5.26 eV
**E_tot**: -249.99152 hartree
**ΔE to the lowest compared entry with this formula, charge and spin**: 163.5 kJ/mol

Bonds (Å) are listed after each position.
Atoms and positions in Å:
1 H 1.06044 2.07239 -0.13921  C7 1.093
2 H 3.07483 -0.72243 0.33036  C13 1.090
3 H 1.40791 1.24360 -1.67666  C7 1.090
4 C -2.77064 0.15932 0.24960  H5 1.077, O10 1.460, H12 1.099, H15 1.086
5 H -3.52214 -0.57249 0.49251  C4 1.077
6 N 1.18837 -0.07863 -0.06785  C7 1.472, H9 1.041, C13 1.273
7 C 1.58790 1.23368 -0.60182  H1 1.093, H3 1.090, N6 1.472, H8 1.088
8 H 2.64896 1.37663 -0.40583  C7 1.088
9 H 0.20336 -0.36014 -0.25420  N6 1.041
10 O -1.54052 -0.58103 -0.01732  C4 1.460, H11 0.972
11 H -1.74861 -1.10106 -0.81169  O10 0.972
12 H -3.09773 0.75972 -0.61072  C4 1.099
13 C 2.01329 -0.81937 0.55705  H2 1.090, N6 1.273, H14 1.093
14 H 1.72146 -1.43190 1.41379  C13 1.093
15 H -2.52701 0.79240 1.09788  C4 1.086

2.
A 2-piece molecular cluster, C3H10NO overall at a distorted geometry. Source: the Open Molecules 2025 dataset; level of theory: ωB97M-V with the def2-TZVPD basis set.

**HOMO-LUMO gap**: 0.301 Eh
**HOMO level**: -0.50647 Ha
**Maximum force**: 1.8 eV Å⁻¹
**Charge**: +1
**E_LUMO**: -5.58 eV
**E_tot**: -249.98967 hartree
**ΔE to the lowest compared entry with this formula, charge and spin**: 168.4 kJ/mol

Bonds (Å) are listed after each position.
Atoms and positions in Å:
1 C -0.48341 0.78797 -1.34661  H7 1.090, C9 1.507, H12 1.085, H13 1.089
2 H -0.43146 -0.90341 2.30686  N15 1.018
3 H 0.76535 -2.09320 2.03305  N15 1.004
4 H 0.61224 2.59432 -0.85230  C9 1.101
5 H -1.51517 -1.49549 0.25574  C14 1.081
6 H 1.61401 1.30177 -1.27141  C9 1.093
7 H -0.20314 0.46090 -2.34799  C1 1.090
8 H 1.45115 1.68774 1.09332  O10 0.960
9 C 0.68888 1.50341 -0.72542  C1 1.507, H4 1.101, H6 1.093, O10 1.426
10 O 0.70854 1.24489 0.67723  H8 0.960, C9 1.426
11 H -0.31084 -2.80354 0.00464  C14 1.085
12 H -0.78987 -0.01518 -0.68513  C1 1.085
13 H -1.39687 1.36255 -1.49610  C1 1.089
14 C -0.66917 -2.02586 0.67119  H5 1.081, H11 1.085, N15 1.263
15 N -0.04023 -1.60688 1.68293  H2 1.018, H3 1.004, C14 1.263